[1]
Formula: C4H12NO
Source: OMol25
Level of theory: wB97M-V/def2-TZVPD

The geometry in XYZ format:
```
18
C4H12NO wB97M-V/def2-TZVPD
N -0.20220 -1.55190 1.09854
C 0.89246 -1.55295 1.73672
H -1.16060 1.29095 -1.61087
H -1.90679 -0.71821 0.41825
H 0.70204 0.84308 0.29149
H -0.61532 -1.01234 -0.84266
H -0.72995 -2.41180 1.19082
O 1.63288 -0.00572 -1.76230
H -0.32744 2.60009 -0.83100
H -0.52378 1.02023 1.40663
H 1.27975 -2.43654 2.24638
C -0.38672 0.80960 0.33823
H -1.91743 2.24743 -0.29116
H 1.65369 0.89541 -2.11149
H 1.93987 -0.49120 -2.54286
C -1.01571 1.77556 -0.64591
C -0.85946 -0.60521 0.12880
H 1.54473 -0.69648 1.78240
```

Calculated values
DFT total energy (eV): -7872.8912
Net charge: +1
HOMO (eV): -15.298

Results of the natural (NBO) charge analysis, in e, for atoms 1 through 8: atom 1 (N): -0.370, atom 2 (C): 0.125, atom 3 (H): 0.219, atom 4 (H): 0.228, atom 5 (H): 0.222, atom 6 (H): 0.255, atom 7 (H): 0.428, atom 8 (O): -0.963

[2]
Formula: C11H25CuN6O3
Source: OMol25
Level of theory: wB97M-V/def2-TZVPD

The geometry in XYZ format:
```
46
C11H25CuN6O3 wB97M-V/def2-TZVPD
H -0.26132 0.40915 -4.49007
H 2.32474 -1.36476 4.92903
N -1.30746 -2.12846 -0.69923
C -1.41840 0.13456 -3.00150
H -0.73895 0.16147 -1.05636
C 0.65695 -1.48945 1.84829
O -2.55540 -3.58974 -1.89801
H -0.61004 -1.54415 -2.83814
Cu 2.35428 -0.36480 -2.24728
N -0.27495 -4.00935 1.96957
H 2.99573 -2.09368 3.45150
C -0.06630 4.55640 0.53352
H 1.23449 -1.21205 0.13996
H 0.95212 3.13222 1.74122
C 1.21735 -0.88527 3.17729
H -0.40127 -0.91956 -0.25327
C -0.40075 2.00621 0.42348
H -1.03914 -3.03804 -3.62627
H -0.13191 1.05395 0.88067
H -1.43371 2.03885 0.07704
C 0.09021 -2.88660 1.97570
H 0.48147 0.43353 -0.07168
C 0.60650 -0.57019 -0.47790
H -0.99165 4.56644 -0.04243
H 0.32933 -0.67014 3.77163
C 0.86996 4.76872 -0.52959
H -0.89373 3.19830 2.08893
H 0.13128 1.90775 -0.52275
C -0.07235 3.18355 1.37254
H -0.47416 -1.56780 -0.59255
N -1.47431 0.34787 -1.72315
N -0.89816 -2.51024 -2.77677
H 1.51826 -2.75103 4.26884
N -0.28400 0.44294 -3.48089
H 1.45509 -1.61048 1.11588
C 2.07726 -1.85808 3.98909
H 1.78185 0.02942 2.99625
O -2.30663 -0.29476 -3.67874
H -1.87455 -2.28482 0.12179
H -2.45926 0.43275 -1.51638
N 1.66100 4.80821 -1.31309
H 0.46936 0.70248 -2.86026
C -1.65409 -2.75483 -1.80837
H -0.19290 -0.97648 1.39805
H 0.02978 5.51618 1.04115
O 0.97831 -0.45636 -1.80669
```

Calculated values
⟨S²⟩: 0.76
2S+1: 2
DFT total energy (eV): -71513.1283
Net charge: +1
HOMO (spin up / spin down) (eV): -12.945 / -12.912

Results of the natural (NBO) charge analysis, in e, for atoms 1 through 8: atom 1 (H): 0.414, atom 2 (H): 0.233, atom 3 (N): -0.762, atom 4 (C): 0.702, atom 5 (H): 0.394, atom 6 (C): -0.439, atom 7 (O): -0.107, atom 8 (H): 0.446

[3]
Formula: C23H19CeFNO6S5Sb
Source: OMol25
Level of theory: wB97M-V/def2-TZVPD

The geometry in XYZ format:
```
57
C23H19CeFNO6S5Sb wB97M-V/def2-TZVPD
C -0.87584 1.62995 -4.76905
H 0.01742 -3.87188 4.88224
H -3.04291 -3.75628 4.79963
H -1.09214 -3.76147 6.24787
C 1.73066 0.92353 2.17375
C -0.93250 -3.39321 5.19694
C -2.77102 -3.08531 0.62128
O -1.48878 5.26161 -6.57985
S 2.06230 -1.81572 -1.25188
C -2.10004 -3.23949 2.95075
C -0.09731 3.36444 -6.26717
C -1.16597 -2.20715 2.72202
H 0.89982 -0.22762 4.28391
H 2.25847 0.97838 -5.64328
S 4.32123 0.86968 -1.82345
C 0.50063 0.00841 2.19301
H 1.05092 -1.51091 6.00486
Sb 4.32093 -1.57496 -1.99712
H -3.52840 -4.50762 2.10755
C -0.25521 -0.45170 1.08773
C -1.88493 -2.05673 0.29101
C -1.17693 2.77947 -5.49365
Ce 1.71471 0.80457 -1.12987
O -0.20683 0.04035 -0.11721
H 0.37701 4.66344 0.51733
H -1.62669 1.03275 -4.18381
C 0.69535 2.94373 -0.62511
S 5.62644 -2.42127 -0.31964
H 1.95102 3.09786 -7.16931
O 2.02903 1.54602 3.19364
C 0.00822 3.61795 0.41157
S 0.85306 -0.13237 -3.65469
C 1.36823 1.59729 -5.69363
H -1.85425 -1.65576 -0.68342
C -1.11273 -1.59883 1.38694
H 1.51277 5.05387 -7.13838
H 0.09344 3.03921 1.38873
C -2.08675 -3.94477 4.28717
N -0.60777 -1.53795 3.79421
H -2.07958 -5.05863 4.28495
F -3.69902 -3.51316 -0.28287
O 0.66322 5.54508 -7.21760
C 1.14816 2.71673 -6.44373
H -2.00911 -1.58219 5.36818
C 0.31413 -0.59081 3.44276
H -0.31347 -1.64261 7.22962
C 0.45258 1.11188 -4.76432
H -0.16852 -0.18501 6.29797
H -2.17644 3.19141 -5.63151
C -0.94628 -1.87018 5.17223
S 4.37396 -2.22822 -4.28212
O 0.89616 3.06149 -1.82266
O 2.39401 1.00799 1.01782
C -0.03387 -1.26220 6.23633
C -0.38750 4.78245 -6.73183
C -2.84619 -3.69288 1.88705
H -1.06690 3.70734 0.23810
```

Calculated values
DFT total energy (eV): -114299.3730
Net charge: -2
HOMO (eV): -1.641

Results of the Mulliken charge analysis, in e, for atoms 1 through 8: atom 1 (C): -0.388, atom 2 (H): 0.350, atom 3 (H): 0.356, atom 4 (H): 0.369, atom 5 (C): 0.338, atom 6 (C): -0.939, atom 7 (C): 0.102, atom 8 (O): -0.601

[4]
Formula: C4H12OS2
Source: OMol25
Level of theory: wB97M-V/def2-TZVPD

The geometry in XYZ format:
```
19
C4H12OS2 wB97M-V/def2-TZVPD
C 2.55548 -0.67329 -1.40061
H 2.93754 1.11648 -0.42211
C 1.58435 0.14236 0.82330
H 3.04275 -1.43974 -0.78938
C 2.07359 0.50201 -0.55547
C -2.54252 -0.02394 -0.87470
H 1.71517 -1.19054 -1.86826
H 1.36636 1.06577 1.36137
S -0.85687 -0.70471 -1.00080
H -3.03566 -0.45718 -0.01104
S -0.26674 -0.30416 0.93027
H -2.39170 1.04842 -0.74420
H -3.20210 0.15849 3.47046
H 3.28815 -0.34469 -2.13323
O -3.26417 -0.01239 2.51935
H 1.34944 1.11428 -1.08085
H 2.07894 -0.63381 1.39423
H -3.28486 0.87061 2.12843
H -3.14716 -0.23394 -1.74675
```

Calculated values
DFT total energy (eV): -28060.0507
HOMO (eV): -7.615

Results of the natural (NBO) charge analysis, in e, for atoms 1 through 8: atom 1 (C): -0.608, atom 2 (H): 0.207, atom 3 (C): -0.465, atom 4 (H): 0.202, atom 5 (C): -0.431, atom 6 (C): -0.739, atom 7 (H): 0.215, atom 8 (H): 0.225

[5]
Formula: C12H27Cl10O6P
Source: OMol25
Level of theory: wB97M-V/def2-TZVPD

The geometry in XYZ format:
```
56
C12H27Cl10O6P wB97M-V/def2-TZVPD
H -5.38078 0.73464 0.65221
H -4.48790 -1.45344 -1.36375
C 4.33740 1.48563 -2.61268
Cl 2.21821 -1.58378 -2.32314
H -5.73323 -3.42589 -2.32113
C 2.17813 3.88794 0.58548
H 3.79628 -2.82442 -0.92836
C -0.02387 1.74018 -1.82228
Cl -2.04208 0.84537 5.81290
C 2.78002 -2.45581 -0.78897
H 4.63574 2.08700 -3.47143
H 2.78909 -1.72808 0.02248
H 2.35125 3.17585 1.39237
C -0.75359 -0.07569 5.06299
H 0.10675 -1.16710 0.35516
O -1.65352 -1.13420 -1.69885
Cl -3.23241 1.58078 0.50124
Cl 0.69144 0.05858 5.99741
H 5.00314 1.84793 -1.82934
C -1.96426 -2.17398 -2.29279
H -0.06748 -2.47296 -3.30158
P 2.40145 1.74789 -0.91058
H 3.82454 0.65132 2.80260
H 4.55446 0.43975 -2.82972
H 1.24337 4.43480 0.70897
H -1.08280 -1.11467 5.07827
O 2.93662 1.70735 -2.47413
Cl 3.61478 1.99380 4.86026
C -4.98890 1.72530 0.42174
H -1.53649 -2.26981 -4.26290
C -0.13124 -0.61695 1.26554
O 3.35899 1.22404 0.10986
Cl 5.32455 2.51811 2.51972
H -4.79539 -4.49601 -1.33797
C -4.13422 -2.46746 -1.17732
C -5.26960 -3.51457 -1.33865
C 4.45934 1.22726 3.47597
H 2.93031 4.64775 0.79759
O 0.88948 1.20635 -0.89528
C -1.12031 -2.74550 -3.37486
H 5.21404 0.55194 3.87903
H -0.44179 0.98945 -2.49298
H -0.54643 0.36735 1.04901
H -0.60636 0.29096 4.04713
Cl 1.69653 -3.82357 -0.32388
O 2.10671 3.33517 -0.72000
H -6.00495 -3.51812 -0.53408
H 0.42258 2.48314 -2.48319
H -3.65642 -2.54275 -0.20052
Cl 1.33582 -0.45161 2.28249
H -5.31354 2.12300 -0.53978
H -1.26864 -3.82529 -3.36316
Cl -1.46677 -1.52292 2.09064
Cl -5.61911 2.83937 1.62431
H -0.77878 2.29291 -1.26307
O -3.10018 -2.83632 -2.11901
```

Calculated values
⟨S²⟩: 0.75
2S+1: 2
DFT total energy (eV): -159681.5024
Net charge: -1
HOMO (spin up / spin down) (eV): 0.609 / -7.827

Results of the natural (NBO) charge analysis, in e, for atoms 1 through 8: atom 1 (H): 0.199, atom 2 (H): 0.186, atom 3 (C): -0.260, atom 4 (Cl): -0.075, atom 5 (H): 0.201, atom 6 (C): -0.264, atom 7 (H): 0.215, atom 8 (C): -0.279

Q: What is the formula in the fourth record?
A: C4H12OS2